Entry 1:
10
Properties=species:S:1:pos:R:3:mulliken_charge:R:1 method="wB97M-V/def2-TZVPD" e_above_lowest_ev=0.000 smiles="[H]/N=N/[C@@H](Cl)SN"
C -1.10 -0.20 -0.35 0.0347
N 0.68 -1.29 0.44 -0.5615
N -0.52 -0.98 0.66 0.0138
N 1.10 1.39 -0.04 -0.5079
S -0.53 1.50 0.26 0.0285
Cl -2.85 -0.29 -0.32 -0.1569
H -0.73 -0.34 -1.37 0.3522
H 1.05 -1.76 1.28 0.2334
H 1.35 1.37 -1.02 0.2733
H 1.55 0.61 0.46 0.2903

***

Entry 2:
16
Properties=species:S:1:pos:R:3:mulliken_charge:R:1 method="wB97M-V/def2-TZVPD" e_above_lowest_ev=1.336 smiles="C[C@@H](CO)/N=C/O"
C 0.64 -1.66 -0.64 -1.4291
C 0.39 -0.39 0.16 0.5945
C 1.40 0.70 -0.20 -0.7805
O 1.19 1.88 0.54 -0.5112
N -0.94 0.10 -0.16 -0.6407
C -1.71 0.45 0.77 0.1855
O -2.95 0.91 0.51 -0.4783
H -0.07 -2.44 -0.35 0.3458
H 1.66 -2.04 -0.49 0.3817
H 0.49 -1.46 -1.71 0.3400
H 0.50 -0.60 1.24 0.2936
H 2.41 0.36 0.04 0.3445
H 1.34 0.89 -1.28 0.3307
H 0.32 2.22 0.29 0.3081
H -3.03 0.86 -0.46 0.3515
H -1.51 0.42 1.84 0.3639

***

Entry 3:
11
Properties=species:S:1:pos:R:3:mulliken_charge:R:1 method="wB97M-V/def2-TZVPD" e_above_lowest_ev=3.913
C -1.51 -0.82 -0.22 -0.2790
N -0.37 -0.22 -0.22 0.5511
N 0.75 -0.80 -0.71 -0.8478
C 1.82 -0.34 0.00 0.1730
O 1.76 0.38 0.99 -0.5809
C -0.36 1.22 0.26 0.0482
O 0.03 2.10 -0.42 -0.3970
H -2.39 -0.26 0.08 0.2310
H -1.56 -1.85 -0.54 0.3205
H -0.94 1.30 1.20 0.3993
H 2.77 -0.71 -0.42 0.3816

***

Entry 4:
12
Properties=species:S:1:pos:R:3:mulliken_charge:R:1 method="wB97M-V/def2-TZVPD" charge=+2 total_energy_ha=-3338.8402
Ga -0.74 -0.04 -2.52 0.6331
N -1.11 -1.16 0.28 -0.2679
S -1.92 0.01 0.93 0.8109
O -2.41 0.76 -0.29 -0.3043
S 0.50 -1.09 0.04 0.9177
O 0.52 -0.86 -1.56 -0.1639
O 1.03 -2.33 0.59 -0.3365
C 0.54 0.95 1.14 0.6255
F 1.12 0.49 2.23 -0.1117
F 1.42 1.44 0.29 -0.1652
F -0.09 2.05 1.53 -0.0921
H 1.14 -0.23 -2.67 0.4544

***

Entry 5:
44
Properties=species:S:1:pos:R:3:lowdin_spin:R:1 method="wB97M-V/def2-TZVPD" spin_multiplicity=2 charge=-1 total_energy_ha=-1873.6610
Li 2.19 0.93 -0.35 -0.0010
P 4.41 1.41 -1.02 -0.0209
O 5.07 2.74 -0.55 0.1605
O 5.31 0.49 -1.95 0.6704
O 3.16 1.40 -1.93 0.1952
O 4.02 0.89 0.38 -0.0061
C -0.48 3.76 1.68 0.0000
O -0.34 4.22 0.33 0.0000
C 0.43 3.45 -0.52 0.0001
O 0.81 2.33 -0.18 0.0010
O 0.55 4.07 -1.75 -0.0001
C 1.25 3.46 -2.83 0.0008
H 0.51 3.54 2.06 0.0000
H -1.12 2.87 1.69 0.0000
H -0.99 4.50 2.30 0.0000
H 0.86 3.88 -3.75 0.0001
H 1.13 2.38 -2.71 0.0003
H 2.27 3.82 -2.70 -0.0001
C -3.69 0.33 0.87 0.0000
C -2.23 0.29 0.54 0.0000
O -1.89 -0.84 -0.19 0.0000
P -0.35 -1.46 -0.12 0.0000
O 0.76 -0.45 -0.20 -0.0002
O -0.38 -2.35 1.22 0.0000
C 0.71 -3.18 1.63 0.0000
C 1.59 -2.32 2.51 0.0000
O -0.41 -2.61 -1.29 0.0000
C -1.62 -3.20 -1.72 0.0000
C -2.20 -4.11 -0.69 0.0000
H -3.91 -0.50 1.54 0.0000
H -3.89 1.21 1.47 0.0000
H -4.28 0.30 -0.05 0.0000
H -2.10 1.18 -0.08 0.0000
H -1.57 0.42 1.40 0.0000
H 0.26 -4.05 2.11 0.0000
H 1.29 -3.57 0.80 0.0000
H 2.40 -2.89 2.97 0.0000
H 2.21 -1.67 1.89 0.0000
H 1.07 -1.64 3.18 0.0000
H -2.27 -2.39 -2.02 0.0000
H -1.49 -3.68 -2.70 0.0000
H -1.41 -4.76 -0.29 0.0000
H -2.59 -3.50 0.12 0.0000
H -3.03 -4.68 -1.11 0.0000

***

Entry 6:
49
Properties=species:S:1:pos:R:3:mulliken_charge:R:1 method="wB97M-V/def2-TZVPD" charge=-1 e_above_lowest_ev=0.140
C 4.07 -4.32 -0.36 -0.9267
C 3.96 -2.80 -0.34 0.6124
O 5.00 -2.14 -0.39 -0.7018
N 2.70 -2.31 -0.19 0.0367
C 2.66 -0.86 0.03 -1.0718
Al 1.38 -2.91 -1.48 0.4471
B -0.35 -3.59 -0.36 0.1423
O -0.25 -4.63 0.57 -0.6259
O -1.63 -3.06 -0.47 -0.4186
H 4.67 -4.59 0.51 0.3106
H 3.11 -4.82 -0.27 0.1375
H 4.60 -4.64 -1.25 0.2419
H 1.80 -0.64 0.67 0.2851
H 2.48 -0.32 -0.90 0.3093
H 3.56 -0.50 0.50 0.4068
H 1.98 -4.08 -2.43 -0.3865
H 0.93 -1.68 -2.43 -0.3220
H 0.48 -5.19 0.31 0.2645
H -2.23 -3.78 -0.26 0.2416
C -6.15 -0.06 -1.63 -1.0290
C -5.91 0.59 -0.27 -0.3032
O -5.77 -0.33 0.79 -0.4493
C -4.66 -1.22 0.67 -0.3337
C -3.31 -0.54 0.61 -0.8138
H -6.97 -0.77 -1.57 0.2800
H -6.39 0.70 -2.37 0.3883
H -5.27 -0.60 -1.98 0.2584
H -6.77 1.20 -0.01 0.3413
H -5.05 1.26 -0.32 0.2787
H -4.80 -1.88 -0.20 0.2544
H -4.72 -1.86 1.55 0.3374
H -3.17 0.02 -0.31 0.2537
H -2.52 -1.29 0.65 0.2456
H -3.20 0.15 1.45 0.3073
C 4.14 4.78 0.68 -1.0627
C 3.26 3.87 -0.16 -0.3293
O 2.57 2.89 0.59 -0.3433
C 1.65 3.37 1.55 -0.3310
C 0.51 4.19 0.96 -1.1064
H 4.79 4.19 1.32 0.2927
H 4.75 5.41 0.04 0.3869
H 3.55 5.44 1.33 0.2614
H 3.88 3.31 -0.86 0.3370
H 2.56 4.46 -0.76 0.2894
H 2.17 3.94 2.33 0.2875
H 1.25 2.48 2.03 0.3428
H 0.86 5.14 0.56 0.2715
H -0.23 4.40 1.73 0.3948
H 0.03 3.64 0.15 0.3100

***

Entry 7:
92
Properties=species:S:1:pos:R:3:mulliken_charge:R:1 method="wB97M-V/def2-TZVPD" e_above_lowest_ev=0.000 smiles="COCCNCCOC.COCCNCCOC.COCCNCCOC.NC(N)=O.O.O.O.O"
C 12.35 16.92 -4.82 -0.5651
O 11.58 18.13 -4.81 -0.3524
C 11.87 18.98 -5.90 0.0624
C 11.24 20.32 -5.56 -0.7713
N 11.51 21.34 -6.56 -0.1920
C 10.75 22.55 -6.37 -0.5095
C 10.61 23.42 -7.60 -0.7732
O 11.76 24.23 -7.84 -0.3325
C 11.57 25.13 -8.91 -0.8315
H 13.42 17.13 -4.84 0.0470
H 12.09 16.31 -5.68 0.3655
H 12.05 16.48 -3.87 0.3298
H 11.45 18.64 -6.85 0.2585
H 12.96 19.15 -5.96 0.0002
H 11.50 20.61 -4.53 0.2171
H 10.15 20.23 -5.65 0.3139
H 12.50 21.54 -6.62 0.1606
H 11.22 23.15 -5.57 0.2818
H 9.73 22.29 -6.09 0.4920
H 9.73 24.05 -7.45 0.3816
H 10.53 22.78 -8.49 0.3544
H 12.48 25.72 -9.00 0.2756
H 10.73 25.80 -8.66 0.3102
H 11.30 24.59 -9.82 0.3087
C 20.16 15.75 -6.76 -0.6414
O 19.34 15.57 -5.63 -0.4427
C 18.13 16.31 -5.66 0.3951
C 17.03 15.56 -4.98 -0.4792
N 16.55 14.48 -5.87 -0.1529
C 15.45 13.71 -5.33 -0.2639
C 15.23 12.48 -6.20 -0.7881
O 16.27 11.55 -5.94 -0.2856
C 16.16 10.39 -6.71 -0.7813
H 20.54 16.78 -6.74 0.1927
H 19.69 15.45 -7.70 0.2994
H 21.01 15.08 -6.60 0.2784
H 17.92 16.52 -6.72 0.2611
H 18.25 17.31 -5.22 -0.3762
H 16.16 16.18 -4.78 0.2264
H 17.37 15.16 -4.01 0.2990
H 17.32 13.85 -6.07 0.2442
H 14.52 14.28 -5.42 0.1289
H 15.63 13.32 -4.33 0.3100
H 15.23 12.78 -7.26 0.3473
H 14.24 12.05 -5.99 0.4680
H 16.99 9.72 -6.43 0.2582
H 16.29 10.51 -7.80 0.3092
H 15.26 9.78 -6.54 0.3012
C 15.23 19.22 -2.27 -0.6831
O 16.33 20.10 -2.36 -0.3753
C 15.91 21.38 -2.78 -0.3456
C 17.18 22.17 -2.99 -0.9832
N 17.98 21.49 -4.01 0.0613
C 19.36 21.92 -4.05 -0.7979
C 20.21 20.88 -4.75 -0.7903
O 19.90 20.81 -6.15 -0.3565
C 20.75 21.58 -7.00 -0.9318
H 14.76 19.06 -3.25 0.2175
H 14.43 19.56 -1.60 0.3724
H 15.56 18.26 -1.88 0.2501
H 15.28 21.91 -2.06 0.5582
H 15.37 21.32 -3.73 0.1941
H 17.72 22.13 -2.03 0.5364
H 17.00 23.23 -3.19 0.3896
H 18.01 20.53 -3.67 -0.0708
H 19.81 22.00 -3.04 0.4467
H 19.51 22.85 -4.60 0.3449
H 19.96 19.86 -4.45 0.3186
H 21.28 21.00 -4.60 0.4885
H 20.73 22.63 -6.71 0.2816
H 20.46 21.42 -8.03 0.2978
H 21.79 21.26 -6.82 0.3538
C 15.13 22.98 -6.40 0.6767
O 14.52 22.87 -5.34 -0.6727
N 16.44 22.55 -6.50 -0.0409
N 14.64 23.67 -7.48 -0.3081
H 16.90 22.26 -5.64 -0.0992
H 16.92 22.63 -7.36 0.1381
H 15.17 23.67 -8.33 0.1185
H 13.68 24.03 -7.50 0.3670
O 17.72 17.62 -3.30 -0.6117
H 18.07 18.24 -2.66 0.3567
H 17.73 18.10 -4.15 0.0349
O 15.79 18.44 -8.76 -0.6037
H 16.62 18.87 -8.47 0.3152
H 16.03 17.52 -8.92 0.2879
O 18.38 19.37 -7.86 -0.5710
H 18.85 18.95 -8.59 0.3217
H 19.08 19.78 -7.29 0.2910
O 16.65 19.42 -5.39 0.5886
H 17.00 19.53 -6.29 -0.1464
H 16.57 20.33 -5.05 -0.1595

***

Entry 8:
15
Properties=species:S:1:pos:R:3:mulliken_charge:R:1 method="wB97M-V/def2-TZVPD" e_above_lowest_ev=4.453 smiles=N[C@H]1[C@H](N)[C@H]1N
C 0.02 0.72 -0.79 -0.3700
C 0.19 0.25 0.80 -0.0117
C 0.36 -0.60 -0.23 -0.2302
H -1.79 1.74 -1.48 0.2279
H -1.56 0.29 -2.13 0.2397
H 0.74 1.44 -1.00 0.3658
H 0.99 0.91 1.44 0.1859
H -1.71 -0.40 1.47 0.2796
H -1.06 0.99 2.31 0.2734
H -0.21 -1.61 -0.12 0.3062
H 2.40 -0.51 -0.57 0.2837
H 1.73 -2.02 0.38 0.3059
N -1.37 0.86 -1.19 -0.5921
N -0.76 0.07 1.88 -0.6085
N 1.71 -1.36 -0.54 -0.6556

***

What did the second record say?
16
Properties=species:S:1:pos:R:3:mulliken_charge:R:1 method="wB97M-V/def2-TZVPD" e_above_lowest_ev=1.336 smiles="C[C@@H](CO)/N=C/O"
C 0.64 -1.66 -0.64 -1.4291
C 0.39 -0.39 0.16 0.5945
C 1.40 0.70 -0.20 -0.7805
O 1.19 1.88 0.54 -0.5112
N -0.94 0.10 -0.16 -0.6407
C -1.71 0.45 0.77 0.1855
O -2.95 0.91 0.51 -0.4783
H -0.07 -2.44 -0.35 0.3458
H 1.66 -2.04 -0.49 0.3817
H 0.49 -1.46 -1.71 0.3400
H 0.50 -0.60 1.24 0.2936
H 2.41 0.36 0.04 0.3445
H 1.34 0.89 -1.28 0.3307
H 0.32 2.22 0.29 0.3081
H -3.03 0.86 -0.46 0.3515
H -1.51 0.42 1.84 0.3639